(1)
This record from OMol25 describes a structure of composition C5H5P. The level of theory is ωB97M-V with the def2-TZVPD basis set.

```
11
Properties=species:S:1:pos:R:3:forces:R:3
C 1.046030 -0.160384 0.607979 1.90 0.57 2.43
C 0.692891 1.106200 0.370397 2.08 0.20 0.18
C -1.174831 -1.151899 0.154617 -1.19 -0.98 1.66
C 0.110251 -0.744255 -0.386433 0.39 -0.84 1.08
C -0.347056 0.674994 -0.503796 -1.67 3.11 -4.78
P -2.050086 0.255855 -0.035322 -0.63 -0.01 0.29
H 1.754460 -0.559392 1.367987 -0.61 0.02 -0.80
H 1.226126 2.016194 0.554765 -0.57 0.56 0.52
H -1.249873 -1.925641 0.905461 -0.59 -0.67 -0.45
H 0.681513 -1.439414 -0.939838 0.15 -0.22 -1.95
H -0.689428 1.927737 -2.095812 0.74 -1.75 1.83
```
Forces are in eV/Å.

For the total energy, the calculation gives -534.58184 a.u. The charge is 0. The HOMO energy (spin up / spin down) is -8.728 / -8.233 eV. The calculation puts the LUMO energy (spin up / spin down) at -0.46 / -0.40 eV.

Here are the natural (NBO) charges for atoms 1 to 4, given in e: C -0.14; C -0.28; C -0.55; C -0.39

---

(2)
This record from OMol25 describes a cluster of 2 separate species, C4H5N2O2 in total. The level of theory is ωB97M-V with the def2-TZVPD basis set.

```
13
Properties=species:S:1:pos:R:3:forces:R:3
C 0.130457 -0.525165 -0.898031 0.66 -1.83 0.34
C 0.505968 -1.556332 -0.113809 0.21 1.71 -1.49
C -0.215425 0.568573 -0.044107 -1.31 0.74 1.42
C 0.515527 -1.124041 1.281913 4.15 1.40 0.33
N -0.101761 0.181756 1.266238 0.94 -1.59 -1.77
N -1.505415 3.547634 -2.088205 2.07 -4.93 -0.37
O -1.077841 2.538825 -2.235278 -2.05 4.84 0.11
O -0.738499 1.635954 -0.382642 0.05 1.17 0.08
H 0.082009 -0.630660 -1.968125 -0.24 0.58 -0.09
H 0.751304 -2.466347 -0.598684 0.36 -1.03 0.48
H 0.022499 -1.785397 1.858603 -1.91 -2.20 2.25
H 1.634008 -1.052564 1.802094 -2.56 -0.28 -1.61
H -0.002831 0.667764 2.120033 -0.37 1.42 0.31
```
Forces are in eV/Å.

For the total energy, the calculation gives -415.01139 a.u. The charge is +1. The HOMO energy is -14.102 eV. The calculation puts the LUMO energy at -7.42 eV.

Here are the natural (NBO) charges for atoms 1 to 4, given in e: C -0.33; C -0.07; C 0.64; C -0.26

---

Listing maximum force for the structures above in their given order: 5.9, 5.4 eV/A.